[1]
C12H15CeClO3 | wB97M-V/def2-TZVPD

Element x y z (Å)
1 Cl -1.5486 2.7302 -2.0786
2 C -1.0302 -1.4869 -1.8062
3 C 0.3822 -1.5979 -1.5180
4 C 1.0785 -0.6590 -2.3581
5 H 0.8508 -2.3472 -0.8675
6 C 0.1177 0.0474 -3.1583
7 C -1.1873 -0.4946 -2.8441
8 H -2.1399 -0.1425 -3.2470
9 H -1.8196 -2.1129 -1.3726
10 H 2.1537 -0.4716 -2.3905
11 C 0.4168 1.2006 -4.0352
12 Ce -0.3950 0.6993 -0.8901
13 C 1.9529 1.7244 0.3345
14 O 2.7752 2.1806 1.0016
15 C -2.3741 2.2917 0.6116
16 O -3.0831 3.1879 0.7064
17 H 1.3507 1.6853 -3.7511
18 H -0.3626 1.9618 -3.9577
19 H 0.4766 0.9026 -5.0796
20 C 0.4667 -0.0879 3.6776
21 C 0.6016 -1.5609 3.3137
22 C 0.3351 -1.6150 1.8084
23 O -0.2647 -0.3264 1.4423
24 C -0.5483 0.4214 2.6616
25 H 0.1736 0.0852 4.7126
26 H 1.4124 0.4254 3.4989
27 H -0.1875 -2.1321 3.8036
28 H 1.5579 -2.0087 3.5966
29 H 1.2656 -1.7367 1.2413
30 H -0.3448 -2.4240 1.5016
31 H -1.5660 0.1618 2.9772
32 H -0.5165 1.4987 2.4650

Atomic forces in eV per Å
Cl 0.6 -1.1 0.9
C 1.0 -0.4 -1.4
C -0.2 -0.3 -1.5
C -0.8 -0.9 -0.1
H -0.3 0.6 -0.2
C -0.4 -1.7 -0.3
C 0.8 -1.0 0.0
H 0.3 -0.1 0.1
H 0.3 0.4 -0.1
H -0.3 -0.1 0.1
C -0.1 0.7 -0.1
Ce -1.4 4.2 3.7
C 3.4 1.9 2.7
O -3.3 -1.9 -2.7
C -2.3 2.9 0.1
O 2.2 -3.0 0.0
H 0.2 -0.1 -0.1
H 0.2 -0.3 -0.3
H 0.1 -0.2 -0.1
C 0.4 0.4 -0.6
C -0.7 -0.4 0.1
C 0.5 -0.6 -0.1
O 0.2 0.4 -1.1
C -0.5 -0.1 1.0
H -0.1 0.0 -0.1
H 0.1 0.0 0.2
H 0.1 0.0 0.2
H -0.1 0.2 -0.2
H -0.1 0.2 0.1
H 0.1 0.4 0.2
H 0.1 0.1 -0.1
H 0.2 -0.2 -0.1

## Properties
Total charge = +2

Löwdin atomic charge list, values in e, 8 entries: atom 1 (Cl): 0.317, atom 2 (C): -0.108, atom 3 (C): -0.112, atom 4 (C): -0.084, atom 5 (H): 0.145, atom 6 (C): -0.387, atom 7 (C): -0.104, atom 8 (H): 0.159

[2]
CN2O3 | wB97M-V/def2-TZVPD

Element x y z (Å)
1 C -1.5716 0.2447 -0.0104
2 N -2.6195 -0.2719 -0.0880
3 N 1.5980 -0.1227 -0.0146
4 O 2.2631 0.8002 -0.0872
5 O 1.4483 -1.2543 0.0275
6 O -0.5352 0.8405 0.0585

Atomic forces in eV per Å
C 1.1 0.6 0.0
N -1.8 -1.1 -0.1
N -3.7 1.4 0.1
O 2.3 1.2 -0.2
O 1.0 -2.6 0.0
O 1.1 0.6 0.1

## Properties
Total charge = 0
ΔE to the lowest compared entry with this formula, charge and spin = 5.365 eV

Here is what Löwdin gives for the atomic charges, in e: atom 1 (C): -0.476, atom 2 (N): 0.189, atom 3 (N): -0.248, atom 4 (O): 0.225, atom 5 (O): 0.218, atom 6 (O): 0.092

[3]
C2H8Cl2OSi2 | wB97M-V/def2-TZVPD

Element x y z (Å)
1 C -0.4360 1.8411 0.0182
2 Si -1.1452 0.1039 0.0199
3 C -1.9102 -0.6003 1.4834
4 Cl -1.9349 -0.1375 -1.8621
5 O 0.5676 -0.8987 -0.3534
6 Si 1.4774 -1.3756 -1.5988
7 Cl 3.2751 -1.6848 -0.5867
8 H -0.2101 2.4836 -0.8962
9 H -1.2663 2.3857 0.4933
10 H 0.3634 2.0206 0.7028
11 H -1.0844 -0.7480 2.1892
12 H -2.6744 0.0688 1.8662
13 H -2.4566 -1.5086 1.1343
14 H 1.7573 -0.5445 -2.7133
15 H 0.8567 -2.7424 -2.0998

Atomic forces in eV per Å
C -1.4 1.2 -0.3
Si 5.6 -0.5 -3.3
C -0.8 -0.6 -0.4
Cl -0.7 -0.1 0.3
O -3.5 2.0 0.8
Si -1.0 -2.4 1.5
Cl 0.1 -0.1 -0.5
H -0.4 -1.6 0.8
H -0.1 0.3 0.0
H 0.8 -0.4 0.5
H -0.5 -0.4 0.0
H 0.0 0.2 0.3
H 0.7 0.3 0.7
H 0.1 0.9 -0.8
H 0.9 1.2 0.3

## Properties
Total charge = 0
ΔE to the lowest compared entry with this formula, charge and spin = 1.111 eV
Structure (SMILES) = C[Si](C)(Cl)O[SiH2]Cl

Löwdin atomic charge list, values in e, 8 entries: atom 1 (C): -0.214, atom 2 (Si): 0.218, atom 3 (C): -0.179, atom 4 (Cl): 0.343, atom 5 (O): -0.550, atom 6 (Si): 0.009, atom 7 (Cl): 0.202, atom 8 (H): 0.071

[4]
C5H15NO2 | wB97M-V/def2-TZVPD

Element x y z (Å)
1 C 0.7501 2.1057 -0.2070
2 N 0.9751 0.6151 0.1886
3 C -0.0242 -0.2766 -0.3652
4 C -1.4681 0.0407 0.1434
5 C 0.4752 -1.7362 -0.1575
6 C 1.6692 -1.9504 -1.3093
7 O 1.2916 -2.0369 -2.5937
8 H -0.2463 2.1867 -0.8837
9 H 0.9414 2.8951 0.6662
10 H 1.5759 2.1267 -0.9802
11 H 0.9822 0.7335 1.2355
12 H -0.0664 -0.0664 -1.5178
13 H -1.3352 0.5343 1.0451
14 H -1.8769 -1.0365 0.2487
15 H -1.9846 0.4898 -0.6217
16 H 0.6971 -1.9309 0.9560
17 H -0.3424 -2.4909 -0.1942
18 H 2.3386 -1.1092 -1.1108
19 H 2.1402 -2.9687 -1.0650
20 H 0.4249 -1.9726 -2.9145
21 O -2.2316 2.3984 3.1964
22 H -1.7183 1.6834 2.6822
23 H -2.9674 1.7658 3.5585

Atomic forces in eV per Å
C 0.4 -1.0 -2.0
N 0.0 2.9 1.7
C -0.4 0.1 -1.0
C 1.8 -5.2 -0.6
C 0.2 -0.1 -0.4
C -0.8 -2.0 5.0
O 1.5 0.0 -2.4
H 2.0 0.3 2.2
H -0.8 -1.9 -2.1
H -0.9 1.2 0.8
H -0.4 -1.4 -1.3
H 0.4 -0.4 1.9
H -0.5 1.0 1.6
H -0.1 2.0 0.4
H -1.5 1.6 -1.2
H 0.8 0.7 -1.6
H 0.3 0.5 -1.0
H 0.1 -0.2 -0.3
H -0.1 1.6 0.0
H -2.0 0.3 0.3
O -0.9 -3.9 -0.2
H -0.9 1.9 1.0
H 1.8 2.1 -0.8

## Properties
Total charge = 0
ΔE to the lowest compared entry with this formula, charge and spin = 3.852 eV
Structure (SMILES) = CN[C@H](C)CCO.O

Löwdin atomic charge list, values in e, 8 entries: atom 1 (C): -0.110, atom 2 (N): -0.136, atom 3 (C): -0.468, atom 4 (C): -0.039, atom 5 (C): -0.119, atom 6 (C): -0.283, atom 7 (O): -0.040, atom 8 (H): 0.106

[5]
C4H7NOS | wB97M-V/def2-TZVPD

Element x y z (Å)
1 C 1.8468 0.8950 0.3834
2 C 1.1567 -0.2300 -0.3026
3 C 0.5327 -1.1311 0.3661
4 S -0.5824 -2.2986 -0.5792
5 H 1.0678 1.7203 0.3404
6 H 2.7677 1.2730 -0.1237
7 H 2.0843 0.7165 1.3928
8 H 0.9005 -0.0825 -1.4031
9 H 0.4029 -1.0848 1.4181
10 H -0.4502 -1.8680 -1.8944
11 N -2.2506 1.6348 -1.0585
12 C -2.5458 0.8752 -0.2258
13 O -2.8141 0.2041 0.7835
14 H -2.1162 -0.6240 0.9029

Atomic forces in eV per Å
C -0.5 2.0 -1.8
C 0.7 2.4 -2.2
C -2.4 -2.3 -1.6
S 0.3 0.4 0.5
H 1.1 -0.5 0.2
H -0.8 -0.4 0.2
H 0.2 -0.4 1.3
H 0.9 -0.4 1.4
H 0.2 -0.6 0.9
H 0.1 0.1 1.3
N -0.5 -1.0 0.6
C 1.5 2.8 -2.9
O 1.4 -4.6 2.9
H -2.3 2.7 -0.8

## Properties
Total charge = 0
ΔE to the lowest compared entry with this formula, charge and spin = 2.852 eV
Structure (SMILES) = C/C=C/S.N#CO

Löwdin atomic charge list, values in e, 8 entries: atom 1 (C): -0.104, atom 2 (C): -0.303, atom 3 (C): -0.482, atom 4 (S): 0.665, atom 5 (H): 0.102, atom 6 (H): 0.087, atom 7 (H): 0.052, atom 8 (H): 0.122

[6]
C3H6N4S | wB97M-V/def2-TZVPD

Element x y z (Å)
1 H 1.8821 0.9276 -0.9843
2 N 1.4158 -0.0884 -1.5361
3 C 1.0565 -1.0233 -0.7066
4 N 0.6647 -0.8823 0.7048
5 C 0.4764 0.4752 1.0920
6 N -0.3802 1.3329 0.6821
7 C -1.0331 1.3312 -0.6071
8 N -2.1630 0.6220 -0.8294
9 S -2.5006 -0.8297 -0.1010
10 H 0.9039 -2.1181 -0.9387
11 H 1.1842 -1.3023 1.4228
12 H 0.8222 0.7391 2.1240
13 H -0.5573 1.7602 -1.5028
14 H -1.7717 -0.9443 1.1805

Atomic forces in eV per Å
H -2.5 -3.9 -1.7
N 1.6 0.9 3.2
C 0.0 0.3 0.3
N 0.5 3.5 -2.4
C -2.1 0.1 2.1
N 1.0 0.1 -2.4
C -3.0 -3.5 0.8
N 4.5 2.0 -0.1
S 0.0 -0.3 2.3
H 0.2 1.5 -0.7
H 1.1 -1.4 0.6
H 0.2 -0.6 -0.9
H -0.4 0.8 0.9
H -1.0 0.5 -2.0

## Properties
Total charge = 0
ΔE to the lowest compared entry with this formula, charge and spin = 4.591 eV
Structure (SMILES) = [H]/N=C\N/C=N\C=N/S

Löwdin atomic charge list, values in e, 8 entries: atom 1 (H): 0.176, atom 2 (N): 0.049, atom 3 (C): -0.281, atom 4 (N): 0.007, atom 5 (C): -0.267, atom 6 (N): 0.056, atom 7 (C): -0.292, atom 8 (N): -0.433

Computed values of electronic energy (unit: eV) for the preceding records, in sequence: -44263.7272, -10153.2602, -45055.5768, -11010.0940, -18631.6972, -19999.7451.